Cl3H4NaO2 as an isolated structure, computed with wB97M-V/def2-TZVPD.

As for the total charge: -2. As for the spin multiplicity: 1. The value obtained for the LUMO energy is 4.48 eV. For the total energy, the calculation gives -1695.94709 Ha. The HOMO energy comes out at -1.54 eV.

Last column: natural (NBO) charge in e.
Element x y z (Å)
Na1 -0.54 -0.77 -1.21  0.92
Cl1 -3.23 -1.47 -0.43  -0.98
Cl2 0.76 -3.23 -0.63  -0.97
Cl3 -1.40 1.90 -2.18  -0.98
O1 -0.31 0.54 1.20  -0.98
H1 -0.75 1.34 0.89  0.50
H2 -0.88 0.20 1.91  0.49
O2 2.46 0.52 0.35  -0.97
H3 2.33 0.61 -0.60  0.46
H4 1.56 0.35 0.70  0.50

---

An isolated molecule of Cl3H5Si3, computed with wB97M-V/def2-TZVPD.

As for the spin multiplicity: 1. The value obtained for the LUMO energy is -0.61 eV. For the total energy, the calculation gives -2252.12922 Ha. The HOMO energy comes out at -9.74 eV. As for the structure (SMILES): [SiH3][Si@H](Cl)[SiH](Cl)Cl.

Last column: natural (NBO) charge in e.
Element x y z (Å)
Si1 1.26 0.47 -0.31  0.34
Si2 -0.60 -0.13 0.99  0.55
Cl1 -0.46 -0.36 3.05  -0.36
Si3 -1.79 -2.21 0.06  0.82
Cl2 -1.95 -1.92 -1.95  -0.39
Cl3 -0.38 -3.67 0.38  -0.40
H1 2.77 0.59 -0.19  -0.08
H2 1.11 -0.22 -1.66  -0.10
H3 0.59 1.86 -0.50  -0.12
H4 -1.52 1.00 0.78  -0.14
H5 -2.98 -3.12 0.22  -0.12

---

Cl3HN3O3PS2 as an isolated structure, computed with wB97M-V/def2-TZVPD.

As for the spin multiplicity: 1. The value obtained for the LUMO energy is -1.74 eV. For the total energy, the calculation gives -2908.83768 Ha. The HOMO energy comes out at -10.89 eV.

Last column: natural (NBO) charge in e.
Element x y z (Å)
N1 1.11 -0.60 0.91  -1.25
N2 -0.07 0.13 -1.40  -1.30
N3 -1.37 0.33 0.81  -1.17
O1 -0.28 -0.06 3.02  -0.82
O2 -2.62 -0.02 -1.31  -0.82
O3 2.26 -0.91 -1.40  -0.92
P1 0.92 -0.82 -0.66  2.24
S1 -0.06 0.25 1.66  2.13
S2 -1.43 0.52 -0.76  2.16
Cl1 -0.40 -3.05 -0.78  -0.44
Cl2 0.58 2.19 1.73  -0.19
Cl3 -1.52 2.53 -0.98  -0.15
H1 2.87 -0.50 -0.84  0.53

---

Cl3Hg2O12 as an isolated structure, computed with wB97M-V/def2-TZVPD.

As for the total charge: +1. As for the spin multiplicity: 1. The value obtained for the LUMO energy is -10.57 eV. For the total energy, the calculation gives -2588.73499 Ha. The HOMO energy comes out at -13.03 eV.

Last column: natural (NBO) charge in e.
Element x y z (Å)
Hg1 -4.73 0.76 -2.13  0.87
Hg2 1.94 1.73 -2.17  1.32
Cl1 3.27 2.10 1.36  2.43
O1 3.36 1.02 2.25  -0.71
O2 2.25 1.73 0.34  -0.81
O3 2.58 3.26 1.92  -0.69
O4 4.62 2.51 0.73  -0.72
Cl2 -1.33 1.25 -0.31  2.58
O5 -2.33 0.81 -1.27  -0.88
O6 -1.72 2.30 0.60  -0.74
O7 -0.92 0.19 0.40  -0.74
O8 -0.25 1.94 -1.04  -0.91
Cl3 -1.38 -3.96 -0.15  2.45
O9 -0.25 -4.34 0.62  -0.58
O10 -0.93 -3.93 -1.57  -0.64
O11 -2.53 -4.77 0.09  -0.68
O12 -1.65 -2.60 0.32  -0.57

---

An isolated molecule of Cl3O2PS, computed with wB97M-V/def2-TZVPD.

As for the spin multiplicity: 1. The value obtained for the LUMO energy (alpha / beta) is -2.41 / -2.41 eV. For the total energy, the calculation gives -2270.59555 Ha. The HOMO energy (alpha / beta) comes out at -10.30 / -10.30 eV.

Last column: natural (NBO) charge in e.
Element x y z (Å)
O1 -1.70 0.33 1.56  -0.77
O2 0.11 -0.39 -0.09  -1.08
P1 1.85 -0.67 0.03  1.15
S1 -1.51 -0.43 0.38  1.69
Cl1 2.46 1.06 1.02  -0.28
Cl2 2.21 -0.21 -1.87  -0.23
Cl3 -3.41 0.30 -1.03  -0.46

---

An isolated molecule of Cl4H2S2Si2, computed with wB97M-V/def2-TZVPD.

As for the spin multiplicity: 1. The value obtained for the LUMO energy is -0.04 eV. For the total energy, the calculation gives -3217.57422 Ha. The HOMO energy comes out at -9.66 eV. As for the structure (SMILES): S[Si](S)(Cl)[Si](Cl)(Cl)Cl.

Last column: natural (NBO) charge in e.
Element x y z (Å)
S1 2.07 -1.01 -0.72  -0.41
Si1 0.67 0.74 0.03  0.82
S2 1.19 1.09 2.12  -0.41
Cl1 0.83 2.20 -1.29  -0.32
Si2 -1.57 -0.17 -0.10  0.98
Cl2 -1.24 -2.16 -0.32  -0.34
Cl3 -2.74 0.67 -1.54  -0.34
Cl4 -2.58 -0.03 1.54  -0.32
H1 1.51 -1.15 -1.87  0.14
H2 1.87 -0.19 2.16  0.20

---

Asked for ΔE to the lowest compared entry with this formula, charge and spin across the records above, the calculation gives 0.033; 1.057; 0.000; 0.000; 2.335; 0.661 eV in order.